Run one
The following is a quantum chemistry calculation of a 2-piece molecular cluster, C3H4O2S overall, from OMol25.

The geometry in ORCA input format:
```
! wB97M-V def2-TZVPD RIJCOSX def2/J DEFGRID3
* xyz 0 1
O 0.444 -2.468 0.398
C -0.093 -1.521 0.089
C -0.900 -0.501 -0.346
C -1.200 0.755 0.253
O -1.868 1.621 -0.285
H -1.234 -0.645 -1.441
H -0.914 0.848 1.330
S 2.226 1.049 0.435
H 2.163 0.903 -0.979
H 1.376 -0.042 0.546
*
```

***

Run two
The following is a quantum chemistry calculation of one molecule with the formula C3H4O2S, from OMol25.

The geometry in ORCA input format:
```
! wB97M-V def2-TZVPD RIJCOSX def2/J DEFGRID3
* xyz 0 1
O -1.261 -2.354 -0.796
C -0.668 -1.305 -0.820
C -0.149 -0.551 0.320
S -0.766 -1.126 2.242
C 0.363 0.614 0.216
O 0.758 1.449 1.185
H -0.415 -0.767 -1.734
H -0.396 -2.417 2.203
H 0.558 0.944 -0.740
H 1.357 2.028 0.791
*
```

***

Run three
The following is a quantum chemistry calculation of C3H4O2S as an isolated structure, from OMol25.

The geometry in ORCA input format:
```
! wB97M-V def2-TZVPD RIJCOSX def2/J DEFGRID3
* xyz 0 1
C 0.042 0.483 0.283
C 0.591 -0.985 0.437
C 0.155 0.107 -1.227
H -1.745 1.908 0.664
H 0.685 1.378 0.715
H -0.094 -1.661 0.965
H 1.589 -1.254 0.755
O 0.545 -1.165 -1.045
O -0.075 0.547 -2.283
S -1.693 0.641 0.736
*
```

***

Run four
The following is a quantum chemistry calculation of C3H4O2S as an isolated structure, from OMol25.

The geometry in ORCA input format:
```
! wB97M-V def2-TZVPD RIJCOSX def2/J DEFGRID3
* xyz 0 1
C 3.606 -0.090 0.078
C 2.919 0.737 0.806
C -0.894 -0.379 -0.358
O 4.173 -0.644 -0.769
O 0.296 -0.240 0.340
S 1.464 0.898 -0.176
H 3.120 1.465 1.566
H -1.139 -1.406 -0.311
H -0.612 -0.330 -1.393
H -1.547 0.476 -0.108
*
```

***

Stability check: which of them is least stable? run four.

***

Run one
The following is a quantum chemistry calculation of a 5-piece molecular cluster, H10O5 overall, from OMol25.

The geometry in ORCA input format:
```
! wB97M-V def2-TZVPD RIJCOSX def2/J DEFGRID3
* xyz 0 1
O -3.273 0.734 1.241
H -2.342 0.743 1.507
H -3.442 0.162 0.555
O 0.447 0.674 1.057
H 0.757 1.077 0.273
H 1.246 0.232 1.354
O 1.383 -2.215 -0.310
H 0.763 -2.519 0.361
H 0.953 -2.544 -1.093
O 2.397 1.679 -0.972
H 2.005 1.545 -1.801
H 3.164 1.117 -1.021
O -1.445 -0.595 -0.430
H -1.808 0.153 -0.871
H -0.808 -0.248 0.156
*
```

***

Run two
The following is a quantum chemistry calculation of a 5-piece molecular cluster, H10O5 overall, from OMol25.

The geometry in ORCA input format:
```
! wB97M-V def2-TZVPD RIJCOSX def2/J DEFGRID3
* xyz 0 1
O -0.488 0.502 2.384
H -1.245 0.395 2.923
H -0.886 1.088 1.720
O 0.015 -0.632 -0.217
H -0.047 -0.587 0.693
H 0.795 -1.138 -0.320
O 0.497 1.902 -0.993
H 0.366 0.922 -0.802
H 1.220 2.026 -0.372
O 2.593 -1.380 -0.944
H 2.393 -1.805 -1.810
H 2.925 -0.548 -1.178
O -2.954 -0.483 -0.581
H -1.995 -0.367 -0.608
H -3.189 0.104 0.104
*
```

***

Stability check: which of them is least stable? run one.

***

Run one
The following is a quantum chemistry calculation of a 5-piece molecular cluster, H10O5 overall, from OMol25.

The geometry in ORCA input format:
```
! wB97M-V def2-TZVPD RIJCOSX def2/J DEFGRID3
* xyz 0 1
O -2.344 -0.942 -2.698
H -2.007 -0.918 -1.793
H -2.565 -0.027 -2.890
O -0.227 1.655 2.083
H 0.147 1.464 2.948
H 0.462 1.418 1.447
O 1.585 1.206 -0.930
H 1.221 0.466 -0.432
H 1.327 1.040 -1.841
O 1.554 -1.181 0.804
H 1.596 -1.610 1.665
H 2.201 -1.643 0.262
O -1.265 -0.392 0.210
H -1.221 0.367 0.806
H -0.465 -0.904 0.359
*
```

***

Run two
The following is a quantum chemistry calculation of a 5-piece molecular cluster, H10O5 overall, from OMol25.

The geometry in ORCA input format:
```
! wB97M-V def2-TZVPD RIJCOSX def2/J DEFGRID3
* xyz 0 1
O 0.684 -1.770 -1.823
H 1.165 -1.593 -2.706
H 1.019 -2.610 -1.491
O -2.662 0.176 0.671
H -3.149 0.376 1.259
H -2.844 -0.608 0.308
O 0.134 3.029 -0.078
H 0.280 2.950 -1.014
H 0.115 2.178 0.094
O -0.001 0.075 0.186
H -0.912 0.054 0.542
H 0.105 -0.706 -0.410
O 2.019 -0.592 1.862
H 1.304 -0.104 1.347
H 2.744 -0.852 1.253
*
```

***

Stability check: which of them is least stable? run two.

***

Run one
The following is a quantum chemistry calculation of a 5-piece molecular cluster, H10O5 overall, from OMol25.

The geometry in ORCA input format:
```
! wB97M-V def2-TZVPD RIJCOSX def2/J DEFGRID3
* xyz 0 1
O -1.204 1.374 2.204
H -0.763 1.175 3.049
H -1.292 0.614 1.654
O 1.807 -0.298 0.100
H 2.358 -1.092 -0.084
H 0.907 -0.606 -0.106
O 0.032 -2.583 -1.650
H 0.834 -2.467 -2.150
H 0.035 -3.291 -1.004
O 0.130 2.952 0.327
H -0.102 2.189 0.858
H 0.445 2.538 -0.466
O -0.874 -0.076 -0.618
H -0.855 -0.918 -1.031
H -1.452 0.495 -1.076
*
```

***

Run two
The following is a quantum chemistry calculation of H10O5 as an isolated structure, from OMol25.

The geometry in ORCA input format:
```
! wB97M-V def2-TZVPD RIJCOSX def2/J DEFGRID3
* xyz 0 1
O -1.444 0.533 2.037
H -2.039 0.227 1.352
H -0.569 0.406 1.668
O 0.470 -0.411 -0.555
H 0.389 0.246 0.137
H 0.499 -1.247 -0.089
O 2.045 0.111 -1.723
H 1.595 -0.174 -0.927
H 1.340 0.368 -2.318
O 0.302 0.746 1.074
H 0.513 0.917 1.992
H 0.416 1.591 0.640
O -1.320 -0.943 -1.420
H -0.620 -0.602 -0.864
H -1.577 -1.766 -1.004
*
```

***

Run three
The following is a quantum chemistry calculation of a 5-piece molecular cluster, H10O5 overall, from OMol25.

The geometry in ORCA input format:
```
! wB97M-V def2-TZVPD RIJCOSX def2/J DEFGRID3
* xyz 0 1
O -0.627 -0.390 -0.354
H -0.332 -1.279 -0.130
H -0.116 0.196 0.223
O -0.519 3.578 1.907
H -0.915 3.327 2.746
H -0.126 2.764 1.575
O 1.096 1.060 1.496
H 1.502 0.294 1.916
H 1.806 1.469 0.988
O 1.274 -2.783 -0.619
H 2.082 -2.923 -1.121
H 0.697 -3.507 -0.881
O -2.325 -0.557 -2.659
H -1.646 -0.898 -3.247
H -1.851 -0.353 -1.838
*
```

***

Run four
The following is a quantum chemistry calculation of a 5-piece molecular cluster, H10O5 overall, from OMol25.

The geometry in ORCA input format:
```
! wB97M-V def2-TZVPD RIJCOSX def2/J DEFGRID3
* xyz 0 1
O 8.716 -10.629 -20.009
H 8.240 -10.956 -20.787
H 8.027 -10.387 -19.385
O 2.903 -9.902 -20.841
H 2.504 -9.576 -20.077
H 2.386 -9.656 -21.584
O 6.649 -10.533 -18.258
H 5.749 -10.741 -18.067
H 7.178 -11.233 -17.744
O 5.467 -11.793 -20.639
H 6.098 -11.823 -19.891
H 5.288 -10.869 -20.709
O 5.564 -9.101 -20.613
H 4.670 -9.250 -20.363
H 6.113 -9.328 -19.853
*
```

***

Stability check: which of them is least stable? run two.

***

Run one
The following is a quantum chemistry calculation of H10O5 as an isolated structure, from OMol25.

The geometry in ORCA input format:
```
! wB97M-V def2-TZVPD RIJCOSX def2/J DEFGRID3
* xyz 0 1
H 0.319 -1.241 0.035
H 1.547 -2.340 0.780
H -1.571 -0.637 0.333
H -1.940 -2.482 0.265
H -0.222 -0.074 1.242
H -0.589 1.410 0.911
H 0.302 1.990 -0.619
H 1.123 2.731 0.447
H 0.075 0.001 -2.311
H 1.002 -0.441 -0.966
O 1.348 -1.316 0.481
O -1.349 -1.368 -0.293
O -1.019 0.535 1.240
O 0.110 2.729 -0.034
O 0.863 0.504 -1.510
*
```

***

Run two
The following is a quantum chemistry calculation of a 5-piece molecular cluster, H10O5 overall, from OMol25.

The geometry in ORCA input format:
```
! wB97M-V def2-TZVPD RIJCOSX def2/J DEFGRID3
* xyz 0 1
O 25.105 10.137 18.408
H 24.529 9.542 18.929
H 25.611 9.569 17.847
O 24.236 6.272 17.158
H 24.999 6.587 17.648
H 23.840 7.031 16.689
O 26.120 8.464 16.372
H 25.246 8.369 15.969
H 26.699 8.800 15.706
O 26.137 4.021 18.971
H 26.590 4.810 19.260
H 26.522 3.215 19.299
O 26.353 6.810 19.234
H 26.177 7.347 20.005
H 26.927 7.428 18.775
*
```

***

Stability check: which of them is least stable? run one.

***

Run one
The following is a quantum chemistry calculation of a 5-piece molecular cluster, H10O5 overall, from OMol25.

The geometry in ORCA input format:
```
! wB97M-V def2-TZVPD RIJCOSX def2/J DEFGRID3
* xyz 0 1
O 0.152 0.107 0.656
H -0.684 -0.234 0.954
H 0.683 -0.664 0.518
O 0.498 2.804 0.970
H 1.240 3.199 1.467
H 0.575 1.870 1.060
O 2.260 -1.775 -0.193
H 1.695 -2.577 -0.221
H 2.984 -1.901 -0.823
O -1.963 -1.512 -0.025
H -1.906 -2.451 -0.054
H -1.592 -1.140 -0.815
O -1.228 1.772 -1.310
H -2.043 1.227 -1.500
H -0.678 1.275 -0.685
*
```

***

Run two
The following is a quantum chemistry calculation of a 5-piece molecular cluster, H10O5 overall, from OMol25.

The geometry in ORCA input format:
```
! wB97M-V def2-TZVPD RIJCOSX def2/J DEFGRID3
* xyz 0 1
O -1.745 3.730 -0.630
H -1.884 4.422 0.017
H -1.015 4.044 -1.163
O 1.890 2.005 1.922
H 2.455 1.367 2.359
H 1.454 1.506 1.231
O -0.501 -4.194 -1.987
H -1.310 -3.796 -1.667
H -0.793 -4.891 -2.575
O -1.544 -0.001 0.379
H -1.581 0.926 0.143
H -2.327 -0.145 0.911
O 2.627 -1.476 0.465
H 2.423 -1.838 -0.397
H 1.849 -1.658 0.992
*
```

***

Run three
The following is a quantum chemistry calculation of a 5-piece molecular cluster, H10O5 overall, from OMol25.

The geometry in ORCA input format:
```
! wB97M-V def2-TZVPD RIJCOSX def2/J DEFGRID3
* xyz 0 1
O -0.774 0.122 -0.223
H -1.030 -0.042 0.717
H -0.293 0.887 -0.235
O -0.208 -1.077 -2.764
H -0.168 -0.161 -3.273
H -0.246 -0.822 -1.828
O 1.112 2.376 -0.086
H 1.097 3.239 -0.593
H 1.830 2.049 -0.496
O 0.929 -2.464 0.465
H 1.294 -2.448 -0.450
H 1.097 -1.795 0.989
O -1.793 0.224 2.332
H -1.816 -0.714 2.612
H -1.032 0.627 2.828
*
```

***

Run four
The following is a quantum chemistry calculation of a 5-piece molecular cluster, H10O5 overall, from OMol25.

The geometry in ORCA input format:
```
! wB97M-V def2-TZVPD RIJCOSX def2/J DEFGRID3
* xyz 0 1
O 1.493 -0.527 0.357
H 2.231 -1.139 0.452
H 1.127 -0.461 1.246
O -2.615 1.599 1.409
H -3.077 1.264 0.633
H -2.423 2.518 1.189
O 2.209 -2.075 -4.435
H 2.348 -2.016 -3.483
H 1.511 -2.733 -4.529
O -0.201 2.012 2.964
H -0.665 1.194 2.752
H -0.035 2.418 2.106
O -0.696 -0.907 0.101
H -1.035 -1.047 -0.791
H -0.173 -0.101 0.028
*
```

***

Stability check: which of them is least stable? run four.

***

Run one
The following is a quantum chemistry calculation of a 5-piece molecular cluster, H10O5 overall, from OMol25.

The geometry in ORCA input format:
```
! wB97M-V def2-TZVPD RIJCOSX def2/J DEFGRID3
* xyz 0 1
O 15.489 -14.463 -12.202
H 14.985 -14.954 -11.552
H 15.068 -13.604 -12.232
O 11.291 -13.865 -8.030
H 10.932 -13.020 -8.300
H 10.536 -14.454 -8.017
O 10.125 -19.458 -8.944
H 10.413 -18.601 -9.260
H 9.578 -19.261 -8.183
O 14.247 -15.921 -8.531
H 13.956 -16.778 -8.219
H 13.528 -15.329 -8.311
O 19.067 -14.092 -8.839
H 19.662 -14.114 -9.589
H 18.193 -14.134 -9.226
*
```

***

Run two
The following is a quantum chemistry calculation of a 5-piece molecular cluster, H10O5 overall, from OMol25.

The geometry in ORCA input format:
```
! wB97M-V def2-TZVPD RIJCOSX def2/J DEFGRID3
* xyz 0 1
O -0.963 -0.443 1.600
H -0.214 -0.711 1.068
H -0.619 0.245 2.169
O -3.163 -1.063 -0.198
H -2.373 -1.244 -0.708
H -3.867 -1.042 -0.847
O 1.355 -1.116 0.597
H 2.104 -0.683 1.007
H 1.739 -1.827 0.086
O -0.151 1.020 -0.820
H -0.742 0.831 -0.091
H 0.158 0.161 -1.108
O 2.573 1.940 -1.130
H 2.488 2.130 -0.196
H 1.674 1.803 -1.430
*
```

***

Stability check: which of them is least stable? run one.

***

Run one
The following is a quantum chemistry calculation of a 5-piece molecular cluster, H10O5 overall, from OMol25.

The geometry in ORCA input format:
```
! wB97M-V def2-TZVPD RIJCOSX def2/J DEFGRID3
* xyz 0 1
O 0.223 -0.036 1.045
H -0.090 -0.947 1.088
H 0.195 0.264 1.961
O 2.152 1.170 -0.711
H 2.795 1.561 -1.312
H 1.793 0.423 -1.204
O 0.906 2.623 0.212
H 1.506 2.955 0.890
H 0.775 1.698 0.448
O -1.628 -0.071 0.137
H -0.878 0.028 -0.460
H -2.035 0.803 0.149
O -1.535 -3.353 -0.779
H -1.932 -4.104 -1.235
H -2.247 -3.012 -0.227
*
```

***

Run two
The following is a quantum chemistry calculation of H10O5 as an isolated structure, from OMol25.

The geometry in ORCA input format:
```
! wB97M-V def2-TZVPD RIJCOSX def2/J DEFGRID3
* xyz 0 1
O -1.043 1.177 -0.545
H -1.879 1.170 -0.077
H -0.500 0.545 -0.074
O -0.123 0.364 -2.386
H 0.383 -0.409 -2.134
H -0.433 0.170 -3.270
O -1.116 -1.536 0.985
H -1.893 -1.337 0.462
H -0.410 -1.048 0.562
O 1.515 0.060 1.764
H 2.389 0.327 1.478
H 1.270 0.708 2.424
O 0.228 -0.127 0.262
H 0.802 0.091 -0.473
H 0.809 -0.156 1.021
*
```

***

Stability check: which of them is least stable? run two.